Record 1
The following is a quantum chemistry calculation of C3H9NOSi2 in the gas phase in a non-equilibrium geometry, from the OMol25 dataset.

The spin multiplicity is 1. The calculation puts the energy above the lowest of the compared OMol25 structures with the same formula, charge and spin at 22.5 kcal/mol. For the LUMO energy, the calculation gives 0.59 eV. Its SMILES is C=N/C(=C\[SiH3])O[SiH3]. The value obtained for the HOMO-LUMO gap is 9.39 eV.

Last column: Löwdin charge in e.
Cartesian coordinates (Å):
C1 0.7034 1.6259 0.1490  -0.1640
N1 -0.3186 1.0314 0.5458  0.0269
C2 -0.5249 -0.2622 0.0739  -0.5010
C3 0.5933 -0.9650 -0.2499  -0.2290
Si1 2.3787 -0.6152 0.0362  0.6184
O1 -1.7562 -0.7543 0.1328  -0.2432
Si2 -3.2826 -0.1923 -0.1166  0.6306
H1 1.0081 2.6052 0.7053  0.1239
H2 1.1399 1.2033 -0.7783  0.0438
H3 0.3812 -1.9453 -0.5606  0.0408
H4 3.0778 -0.3819 -1.3352  -0.0521
H5 3.0662 -1.7892 0.5799  -0.0947
H6 2.4654 0.7320 0.9186  -0.0100
H7 -4.0527 -0.6038 0.9840  -0.0852
H8 -3.6422 -1.0436 -1.3638  -0.0308
H9 -3.2135 1.2097 -0.1420  -0.0745

Record 2
The following is a quantum chemistry calculation of 2 unconnected molecules or ions with the total composition C2H6NP in a non-equilibrium geometry, from the OMol25 dataset.

The spin multiplicity is 1. The calculation puts the energy above the lowest of the compared OMol25 structures with the same formula, charge and spin at 76.1 kcal/mol. For the LUMO energy, the calculation gives 0.74 eV. The value obtained for the HOMO-LUMO gap is 8.99 eV.

Last column: Löwdin charge in e.
Cartesian coordinates (Å):
C1 0.8381 0.0013 -0.1310  -0.6030
C2 -1.4071 0.1145 -0.8456  -0.0933
N1 -0.0290 0.4731 -0.8234  -0.0365
P1 2.4913 -0.1051 0.3196  0.7252
H1 0.5894 -1.1104 1.4066  0.0499
H2 -1.7052 0.0757 0.1421  0.0567
H3 -1.5316 -0.8041 -1.3752  0.0894
H4 -1.8169 0.8919 -1.3609  0.0478
H5 2.3347 0.5275 1.5549  -0.0986
H6 2.7626 1.0752 -0.2940  -0.1375

Q: What is the formula in the second record?
A: C2H6NP